1.
A structure of composition C5H6F2 in a non-equilibrium geometry. Source: the OMol25 dataset; level of theory: ωB97M-V with the def2-TZVPD basis set.

Summary:
- Total energy: -10713.836 eV
- LUMO energy: 1.0 eV
- Energy above the lowest of the compared OMol25 structures with the same formula, charge and spin: 2.055 eV
- E_HOMO: -0.3557 hartree

```
13
Properties=species:S:1:pos:R:3:mulliken_charge:R:1
C 0.69 -1.19 -0.20 -0.69
C -0.05 -0.14 0.07 0.28
C 2.06 -0.46 -0.36 0.56
C 1.55 0.93 0.17 -0.41
C -1.43 0.28 0.29 -1.04
F 2.99 -0.98 0.44 -0.31
F 1.78 2.06 -0.51 -0.30
H 0.56 -2.20 -0.30 0.47
H 2.50 -0.43 -1.48 0.25
H 1.83 1.03 1.17 0.39
H -2.03 0.72 -0.56 0.24
H -1.47 1.00 1.07 0.30
H -2.20 -0.56 0.68 0.26
```

***

2.
A cluster of 2 separate species, C5H10INO4 in total. Source: the OMol25 dataset; level of theory: ωB97M-V with the def2-TZVPD basis set.

Summary:
- Total energy: -23123.931 eV
- LUMO energy: 0.3 eV
- Energy above the lowest of the compared OMol25 structures with the same formula, charge and spin: 1.935 eV
- E_HOMO: -0.3227 hartree

```
21
Properties=species:S:1:pos:R:3:mulliken_charge:R:1
C 1.29 2.14 0.74 -1.12
C 1.96 1.41 -0.42 0.05
O 2.74 2.27 -1.21 -0.54
C 0.93 0.71 -1.26 -0.32
I -0.44 1.83 -2.35 0.13
N 0.90 -0.57 -1.38 0.87
O 1.63 -1.40 -0.84 -0.73
O -0.10 -1.10 -2.21 -0.47
H 0.62 2.91 0.37 0.29
H 0.72 1.43 1.34 0.32
H 2.05 2.61 1.36 0.35
H 2.64 0.63 -0.05 0.40
H 2.22 3.05 -1.44 0.39
H 0.09 -2.05 -2.29 0.37
C -2.25 -1.76 0.05 -0.91
C -0.99 -1.64 0.84 0.15
O -0.49 -0.61 1.19 -0.44
H -2.23 -2.61 -0.62 0.30
H -2.44 -0.84 -0.51 0.21
H -3.07 -1.90 0.76 0.36
H -0.54 -2.61 1.14 0.36
```

***

3.
An isolated molecule of C7H8 in a non-equilibrium geometry. Source: the OMol25 dataset; level of theory: ωB97M-V with the def2-TZVPD basis set.

Summary:
- Total energy: -7382.779 eV
- LUMO energy: 0.8 eV
- Energy above the lowest of the compared OMol25 structures with the same formula, charge and spin: 5.969 eV
- E_HOMO: -0.3033 hartree

```
15
Properties=species:S:1:pos:R:3:mulliken_charge:R:1
C -2.36 1.01 0.58 -0.91
C -1.32 0.18 0.26 0.52
C -1.12 -0.73 -0.86 -0.79
C 0.07 -0.03 0.43 0.34
C 1.13 -1.09 0.89 -0.66
C 1.46 0.09 0.05 0.12
C 2.29 0.81 -0.62 -0.72
H -2.44 1.74 1.37 0.30
H -3.21 0.84 0.02 0.29
H -1.21 -1.85 -0.81 0.27
H -1.10 -0.24 -1.80 0.28
H 1.13 -2.03 0.37 0.21
H 1.43 -1.12 1.91 0.26
H 1.85 1.80 -0.86 0.23
H 3.40 0.62 -0.92 0.25
```

***

4.
A structure of composition C24H20BrClF4IN3O4Ti. Source: the OMol25 dataset; level of theory: ωB97M-V with the def2-TZVPD basis set.

Summary:
- Total energy: -162527.770 eV
- LUMO energy (alpha / beta): 3.8 / 3.8 eV
- Total charge: -2
- Energy above the lowest of the compared OMol25 structures with the same formula, charge and spin: 0.100 eV
- E_HOMO (alpha / beta): 0.0164 / -0.0871 hartree
- Multiplicity: 3

```
59
Properties=species:S:1:pos:R:3:mulliken_charge:R:1
Ti -0.22 0.93 0.70 0.19
C -2.41 -1.02 1.99 -1.05
N -2.30 0.42 1.75 1.20
C -3.44 0.88 0.97 -1.45
C -2.21 1.17 3.00 -1.13
C -0.88 0.91 3.74 -1.04
N 0.13 0.43 2.80 0.44
C 1.19 -0.20 3.33 -0.02
C 1.86 -1.20 2.58 0.05
F 1.35 -1.54 1.38 -0.19
C 2.96 -1.88 3.04 0.13
F 3.52 -2.83 2.25 -0.33
C 3.49 -1.66 4.30 -0.79
C 2.85 -0.71 5.07 0.28
F 3.33 -0.43 6.30 -0.35
C 1.75 0.00 4.62 0.45
F 1.27 0.96 5.44 -0.36
H -3.35 -1.25 2.52 0.34
H -1.56 -1.36 2.57 0.22
H -2.39 -1.54 1.03 0.19
H -4.39 0.68 1.50 0.37
H -3.46 0.37 0.01 0.30
H -3.36 1.95 0.79 0.36
H -3.06 0.93 3.66 0.44
H -2.26 2.22 2.74 0.42
H -1.04 0.16 4.53 0.61
H -0.60 1.84 4.24 0.33
H 4.36 -2.19 4.66 0.46
O -1.43 -1.31 -2.59 -0.96
C -1.21 -0.42 -1.75 0.70
O -0.67 -0.63 -0.59 -0.65
C -1.58 0.99 -1.96 -0.21
C -2.26 1.52 -3.03 -0.68
C -2.60 2.88 -3.04 -0.56
C -2.25 3.67 -1.91 -0.55
C -1.57 3.09 -0.88 0.01
N -1.20 1.78 -0.90 0.95
C -1.20 3.76 0.42 0.29
O -1.45 4.94 0.64 -0.84
O -0.64 2.94 1.25 -0.69
H -2.53 0.86 -3.84 0.49
H -3.14 3.31 -3.87 0.38
H -2.52 4.71 -1.82 0.51
Cl 2.24 1.88 -1.30 -0.31
C 1.95 1.28 0.41 -0.57
H 2.32 2.09 1.05 0.37
H 2.66 0.45 0.52 0.31
Br 5.08 -3.47 -3.78 -0.23
C 3.34 -3.08 -4.43 0.15
C 3.11 -3.30 -5.78 -0.46
C 1.86 -3.04 -6.32 -0.40
C 0.85 -2.56 -5.50 -0.82
C 1.08 -2.34 -4.15 0.04
C 2.33 -2.60 -3.60 -0.29
I 2.56 -2.21 -1.57 0.35
H 3.92 -3.68 -6.40 0.35
H 1.69 -3.21 -7.37 0.34
H -0.13 -2.35 -5.91 0.41
H 0.27 -1.97 -3.52 0.48
```

***

5.
An isolated molecule of C4H7ClS in a non-equilibrium geometry. Source: the OMol25 dataset; level of theory: ωB97M-V with the def2-TZVPD basis set.

Summary:
- Total energy: -27618.218 eV
- LUMO energy: 0.9 eV
- Energy above the lowest of the compared OMol25 structures with the same formula, charge and spin: 0.492 eV
- E_HOMO: -0.3210 hartree

```
13
Properties=species:S:1:pos:R:3:mulliken_charge:R:1
C -0.50 -1.97 0.37 -0.69
S -0.54 -0.97 -1.04 -0.05
C 0.24 0.58 -0.55 0.26
C -0.75 1.63 -0.15 -1.12
C 1.53 0.70 -0.29 -0.28
Cl 2.73 -0.57 -0.45 -0.17
H -1.15 -2.86 0.13 0.26
H 0.55 -2.35 0.62 0.24
H -0.82 -1.47 1.32 0.26
H -0.44 2.65 -0.03 0.39
H -1.49 1.62 -0.97 0.31
H -1.25 1.40 0.79 0.27
H 1.90 1.59 0.24 0.32
```

***

6.
An isolated molecule of C7H6O2 in a non-equilibrium geometry. Source: the OMol25 dataset; level of theory: ωB97M-V with the def2-TZVPD basis set.

Summary:
- Total energy: -11444.871 eV
- LUMO energy (alpha / beta): -0.1 / -1.1 eV
- Energy above the lowest of the compared OMol25 structures with the same formula, charge and spin: 5.373 eV
- E_HOMO (alpha / beta): -0.2978 / -0.2704 hartree

```
15
Properties=species:S:1:pos:R:3:mulliken_charge:R:1
C -1.86 0.66 0.25 -0.74
C -1.31 -0.53 0.03 0.48
C -2.79 -0.40 0.10 0.51
C 0.46 1.94 0.17 0.13
C -0.11 -1.22 -0.29 -0.43
C 1.29 0.81 0.63 -0.26
C 1.15 -0.38 -0.39 -0.68
O -3.90 -0.85 0.04 -0.55
O 0.53 2.92 -0.42 -0.28
H 0.15 -2.07 0.34 0.28
H -0.11 -1.85 -1.22 0.28
H 2.42 1.11 0.76 0.32
H 0.89 0.66 1.70 0.28
H 2.05 -0.93 -0.28 0.39
H 1.14 0.13 -1.41 0.27
```

***

Copy entry 3 word for word.
An isolated molecule of C7H8 in a non-equilibrium geometry. Source: the OMol25 dataset; level of theory: ωB97M-V with the def2-TZVPD basis set.

Summary:
- Total energy: -7382.779 eV
- LUMO energy: 0.8 eV
- Energy above the lowest of the compared OMol25 structures with the same formula, charge and spin: 5.969 eV
- E_HOMO: -0.3033 hartree

```
15
Properties=species:S:1:pos:R:3:mulliken_charge:R:1
C -2.36 1.01 0.58 -0.91
C -1.32 0.18 0.26 0.52
C -1.12 -0.73 -0.86 -0.79
C 0.07 -0.03 0.43 0.34
C 1.13 -1.09 0.89 -0.66
C 1.46 0.09 0.05 0.12
C 2.29 0.81 -0.62 -0.72
H -2.44 1.74 1.37 0.30
H -3.21 0.84 0.02 0.29
H -1.21 -1.85 -0.81 0.27
H -1.10 -0.24 -1.80 0.28
H 1.13 -2.03 0.37 0.21
H 1.43 -1.12 1.91 0.26
H 1.85 1.80 -0.86 0.23
H 3.40 0.62 -0.92 0.25
```